Density functional theory data (ωB97M-V with the def2-TZVPD basis set) for a cluster of 12 separate species, C40H80O28 in total.

Values from the calculation:
SMILES   COC(=O)OC.COC(=O)OC.COC(=O)OC.COC(=O)OC.COC(=O)OC.COC(=O)OC.COC(=O)OC.COC(=O)OC.C1CCOC1.C1CCOC1.C1CCOC1.C1CCOC1
Relative energy (zero: lowest compared OMol25 entry of this formula, charge and spin)   223.98 kcal per mole
HOMO-LUMO gap   9.64 eV
E_LUMO   0.2 eV
2S+1   1
Energy   -100100.2981 eV
Net charge   0

Bonds (Å) are listed after each position.
Geometry (Å):
1 C -2.070 -4.140 8.991  O2 1.454, H7 1.090, H8 1.090, H9 1.090
2 O -3.191 -3.268 9.302  C1 1.454, C3 1.333
3 C -2.971 -1.972 9.518  O2 1.333, O4 1.231, O5 1.348
4 O -1.874 -1.415 9.545  C3 1.231
5 O -4.161 -1.366 9.704  C3 1.348, C6 1.395
6 C -4.168 0.025 9.812  O5 1.395, H10 1.090, H11 1.090, H12 1.090
7 H -1.689 -4.547 9.928  C1 1.090
8 H -1.459 -3.544 8.315  C1 1.090
9 H -2.470 -4.953 8.385  C1 1.090
10 H -3.452 0.391 10.548  C6 1.090
11 H -5.127 0.411 10.156  C6 1.090
12 H -3.960 0.448 8.829  C6 1.090
13 C 1.138 4.723 10.418  O14 1.382, H19 1.090, H20 1.090, H21 1.090
14 O 0.704 4.913 11.716  C13 1.382, C15 1.357
15 C -0.579 5.290 11.945  O14 1.357, O16 1.254, O17 1.341
16 O -1.470 5.389 11.069  C15 1.254
17 O -0.761 5.333 13.274  C15 1.341, C18 1.403
18 C -2.024 5.728 13.740  O17 1.403, H22 1.090, H23 1.090, H24 1.090
19 H 0.812 5.500 9.726  C13 1.090
20 H 0.777 3.785 9.995  C13 1.090
21 H 2.226 4.738 10.349  C13 1.090
22 H -2.085 5.772 14.828  C18 1.090
23 H -2.818 5.006 13.550  C18 1.090
24 H -2.406 6.643 13.289  C18 1.090
25 C 2.442 10.815 1.551  O26 1.454, H31 1.090, H32 1.090, H33 1.090
26 O 1.971 10.372 0.248  C25 1.454, C27 1.386
27 C 1.864 8.999 0.089  O26 1.386, O28 1.218, O29 1.318
28 O 2.028 8.209 1.001  C27 1.218
29 O 1.355 8.784 -1.107  C27 1.318, C30 1.438
30 C 1.252 7.429 -1.577  O29 1.438, H34 1.090, H35 1.090, H36 1.090
31 H 2.393 11.903 1.613  C25 1.090
32 H 3.444 10.455 1.788  C25 1.090
33 H 1.812 10.472 2.371  C25 1.090
34 H 0.785 7.378 -2.561  C30 1.090
35 H 0.523 6.945 -0.927  C30 1.090
36 H 2.172 6.867 -1.736  C30 1.090
37 C -4.415 4.109 -1.029  O38 1.437, H43 1.090, H44 1.090, H45 1.090
38 O -3.744 3.989 0.236  C37 1.437, C39 1.337
39 C -3.937 4.956 1.140  O38 1.337, O40 1.214, O41 1.330
40 O -4.760 5.839 1.016  C39 1.214
41 O -3.148 4.729 2.186  C39 1.330, C42 1.465
42 C -3.108 5.523 3.417  O41 1.465, H46 1.090, H47 1.090, H48 1.090
43 H -3.955 3.433 -1.749  C37 1.090
44 H -4.297 5.112 -1.438  C37 1.090
45 H -5.460 3.856 -0.848  C37 1.090
46 H -2.123 5.373 3.859  C42 1.090
47 H -3.866 5.221 4.140  C42 1.090
48 H -3.238 6.595 3.271  C42 1.090
49 C 1.082 -0.355 -2.130  O50 1.404, H55 1.090, H56 1.090, H57 1.090
50 O 1.578 -0.188 -0.827  C49 1.404, C51 1.358
51 C 0.747 -0.390 0.228  O50 1.358, O52 1.214, O53 1.321
52 O -0.370 -0.859 0.152  C51 1.214
53 O 1.367 0.029 1.316  C51 1.321, C54 1.435
54 C 0.754 0.084 2.612  O53 1.435, H58 1.090, H59 1.090, H60 1.090
55 H 0.464 -1.241 -2.273  C49 1.090
56 H 1.934 -0.544 -2.783  C49 1.090
57 H 0.474 0.521 -2.355  C49 1.090
58 H 0.758 -0.925 3.024  C54 1.090
59 H -0.276 0.425 2.507  C54 1.090
60 H 1.345 0.734 3.257  C54 1.090
61 C -11.264 -2.150 -1.635  O62 1.442, H67 1.090, H68 1.090, H69 1.090
62 O -10.441 -2.780 -0.633  C61 1.442, C63 1.342
63 C -9.474 -2.038 -0.070  O62 1.342, O64 1.267, O65 1.288
64 O -9.276 -0.791 -0.176  C63 1.267
65 O -8.773 -2.874 0.615  C63 1.288, C66 1.402
66 C -7.669 -2.460 1.374  O65 1.402, H70 1.090, H71 1.090, H72 1.090
67 H -10.727 -1.722 -2.481  C61 1.090
68 H -11.841 -1.348 -1.173  C61 1.090
69 H -12.019 -2.792 -2.089  C61 1.090
70 H -7.167 -1.555 1.034  C66 1.090
71 H -6.905 -3.237 1.413  C66 1.090
72 H -7.941 -2.257 2.410  C66 1.090
73 C 6.883 4.869 -5.030  O74 1.443, H79 1.090, H80 1.090, H81 1.090
74 O 6.741 3.445 -5.215  C73 1.443, C75 1.364
75 C 6.793 2.972 -6.493  O74 1.364, O76 1.271, O77 1.322
76 O 6.870 3.618 -7.584  C75 1.271
77 O 6.748 1.653 -6.418  C75 1.322, C78 1.404
78 C 7.003 0.819 -7.518  O77 1.404, H82 1.090, H83 1.090, H84 1.090
79 H 6.113 5.399 -5.591  C73 1.090
80 H 7.838 5.219 -5.422  C73 1.090
81 H 6.806 5.181 -3.989  C73 1.090
82 H 6.066 0.659 -8.050  C78 1.090
83 H 7.367 -0.128 -7.117  C78 1.090
84 H 7.822 1.112 -8.175  C78 1.090
85 C 8.022 0.146 7.308  O86 1.390, H91 1.090, H92 1.090, H93 1.090
86 O 6.859 -0.615 7.335  C85 1.390, C87 1.383
87 C 6.752 -1.789 6.611  O86 1.383, O88 1.197, O89 1.336
88 O 5.781 -2.489 6.600  C87 1.197
89 O 7.896 -2.152 6.026  C87 1.336, C90 1.441
90 C 7.949 -3.269 5.117  O89 1.441, H94 1.090, H95 1.090, H96 1.090
91 H 8.654 -0.497 7.921  C85 1.090
92 H 7.885 1.143 7.726  C85 1.090
93 H 8.377 0.232 6.281  C85 1.090
94 H 7.656 -4.106 5.751  C90 1.090
95 H 8.984 -3.449 4.828  C90 1.090
96 H 7.388 -3.193 4.186  C90 1.090
97 C 4.058 -7.688 -8.732  C98 1.499, C101 1.473, H102 1.090, H103 1.090
98 C 3.136 -8.386 -7.778  C97 1.499, C99 1.517, H104 1.090, H105 1.090
99 C 3.024 -7.442 -6.595  C98 1.517, O100 1.432, H106 1.090, H107 1.090
100 O 3.148 -6.132 -7.162  C99 1.432, C101 1.469
101 C 3.577 -6.307 -8.556  C97 1.473, O100 1.469, H108 1.090, H109 1.090
102 H 4.008 -8.058 -9.756  C97 1.090
103 H 5.107 -7.679 -8.433  C97 1.090
104 H 3.447 -9.416 -7.599  C98 1.090
105 H 2.131 -8.467 -8.191  C98 1.090
106 H 3.844 -7.683 -5.919  C99 1.090
107 H 2.127 -7.588 -5.993  C99 1.090
108 H 4.383 -5.599 -8.749  C101 1.090
109 H 2.787 -6.042 -9.259  C101 1.090
110 C 2.388 -7.792 3.232  C111 1.509, C114 1.504, H115 1.090, H116 1.090
111 C 1.563 -6.655 2.683  C110 1.509, C112 1.554, H117 1.090, H118 1.090
112 C 1.504 -6.926 1.154  C111 1.554, O113 1.412, H119 1.090, H120 1.090
113 O 2.142 -8.171 0.964  C112 1.412, C114 1.447
114 C 3.113 -8.324 2.026  C110 1.504, O113 1.447, H121 1.090, H122 1.090
115 H 1.744 -8.579 3.625  C110 1.090
116 H 3.015 -7.381 4.023  C110 1.090
117 H 2.017 -5.669 2.777  C111 1.090
118 H 0.543 -6.765 3.052  C111 1.090
119 H 1.953 -6.149 0.535  C112 1.090
120 H 0.477 -6.913 0.789  C112 1.090
121 H 3.999 -7.774 1.708  C114 1.090
122 H 3.448 -9.329 2.281  C114 1.090
123 C 0.279 2.822 -10.249  C124 1.501, C127 1.536, H128 1.090, H129 1.090
124 C 0.334 3.782 -9.096  C123 1.501, C125 1.501, H130 1.090, H131 1.090
125 C -0.439 4.961 -9.613  C124 1.501, O126 1.451, H132 1.090, H133 1.090
126 O -1.292 4.332 -10.604  C125 1.451, C127 1.439
127 C -1.199 2.897 -10.660  C123 1.536, O126 1.439, H134 1.090, H135 1.090
128 H 0.637 1.838 -9.948  C123 1.090
129 H 0.843 3.219 -11.093  C123 1.090
130 H 1.349 4.117 -8.880  C124 1.090
131 H -0.134 3.434 -8.176  C124 1.090
132 H 0.095 5.679 -10.235  C125 1.090
133 H -1.042 5.418 -8.829  C125 1.090
134 H -1.404 2.628 -11.696  C127 1.090
135 H -1.988 2.491 -10.027  C127 1.090
136 C -6.262 -2.827 -5.671  C137 1.482, C140 1.524, H141 1.090, H142 1.090
137 C -4.812 -3.124 -5.609  C136 1.482, C138 1.548, H143 1.090, H144 1.090
138 C -4.696 -4.176 -4.479  C137 1.548, O139 1.455, H145 1.090, H146 1.090
139 O -5.939 -4.901 -4.689  C138 1.455, C140 1.431
140 C -6.821 -4.242 -5.603  C136 1.524, O139 1.431, H147 1.090, H148 1.090
141 H -6.539 -2.425 -6.646  C136 1.090
142 H -6.532 -2.214 -4.811  C136 1.090
143 H -4.255 -2.226 -5.341  C137 1.090
144 H -4.416 -3.458 -6.568  C137 1.090
145 H -4.644 -3.580 -3.568  C138 1.090
146 H -3.746 -4.710 -4.513  C138 1.090
147 H -7.834 -4.413 -5.236  C140 1.090
148 H -6.748 -4.727 -6.577  C140 1.090